(1)
15
Properties=species:S:1:pos:R:3:nbo_charge:R:1 method="wB97M-V/def2-TZVPD" smiles="[H]/N=C/NC.C=N"
H -1.41 -1.02 -1.71 0.34
N -0.87 -0.73 -0.91 -0.74
C -1.50 0.22 -0.33 0.29
N -1.01 0.90 0.73 -0.61
C -1.83 1.78 1.56 -0.40
H -2.49 0.56 -0.64 0.14
H -0.16 0.58 1.15 0.39
H -1.21 2.56 1.99 0.21
H -2.58 2.26 0.94 0.20
H -2.32 1.24 2.37 0.19
C 2.62 -0.61 -0.66 -0.06
N 2.96 -1.83 -0.62 -0.60
H 3.40 0.12 -0.90 0.15
H 1.60 -0.28 -0.49 0.16
H 2.13 -2.40 -0.42 0.33

***

(2)
15
Properties=species:S:1:pos:R:3:nbo_charge:R:1 method="wB97M-V/def2-TZVPD" smiles="[H]/N=C/N.C=CN"
H -2.29 -0.87 -0.65 0.41
N -2.59 -1.65 -0.10 -0.83
C -2.07 -2.43 0.75 0.37
N -2.08 -2.29 2.12 -0.84
H -1.72 -3.43 0.45 0.11
H -1.97 -1.39 2.55 0.39
H -2.52 -3.02 2.66 0.39
C 2.36 1.16 -0.17 -0.56
C 1.76 1.59 -1.29 0.03
N 1.53 2.92 -1.56 -0.83
H 3.12 1.71 0.38 0.20
H 2.49 0.10 -0.02 0.20
H 1.33 0.85 -1.96 0.19
H 1.63 3.54 -0.78 0.39
H 1.03 3.23 -2.38 0.39

***

(3)
15
Properties=species:S:1:pos:R:3:nbo_charge:R:1 method="wB97M-V/def2-TZVPD" smiles=Cn1n(C)n1C
C 0.63 -0.31 1.55 -0.47
N 1.03 0.71 0.61 -0.15
N 0.77 0.57 -1.02 -0.16
C 0.56 -0.71 -1.64 -0.47
N -0.03 1.35 -0.12 -0.14
C -1.33 0.88 0.13 -0.46
H 1.58 -0.54 2.07 0.22
H -0.07 0.06 2.22 0.21
H 0.23 -1.20 1.07 0.18
H 0.00 -1.50 -1.11 0.18
H 0.17 -0.45 -2.66 0.23
H 1.61 -1.16 -1.83 0.22
H -1.34 -0.19 0.38 0.17
H -1.82 1.38 0.96 0.21
H -1.98 1.10 -0.63 0.22

***

(4)
15
Properties=species:S:1:pos:R:3:nbo_charge:R:1 method="wB97M-V/def2-TZVPD" smiles="[H]/N=[N+](C)/C=[NH+]/C" total_charge=+2
H -1.96 -1.71 0.87 0.42
N -1.19 -1.21 0.58 -0.13
N -1.29 -0.06 0.32 0.12
C -2.40 0.70 -0.09 -0.48
C 0.30 0.57 -0.18 0.39
N 1.17 -0.33 0.00 -0.39
C 2.58 -0.19 -0.10 -0.52
H -2.15 1.75 -0.10 0.28
H -3.33 0.30 0.39 0.30
H -2.41 0.44 -1.15 0.29
H 0.46 1.49 -0.73 0.30
H 0.96 -1.37 0.25 0.51
H 3.13 0.66 -0.53 0.30
H 3.14 -1.07 -0.47 0.30
H 3.00 0.04 0.93 0.31

***

(5)
15
Properties=species:S:1:pos:R:3:nbo_charge:R:1 method="wB97M-V/def2-TZVPD" total_charge=+2
C -0.57 -0.11 -1.40 0.42
C -2.33 -1.06 -2.89 -0.50
C 1.99 -0.20 1.94 -0.53
N 0.77 1.71 2.16 -0.28
N -1.38 -0.55 -2.07 -0.11
N 1.09 0.74 1.47 0.07
H 0.19 0.29 -0.77 0.28
H -3.24 -0.46 -2.85 0.30
H -2.57 -2.09 -2.59 0.30
H -1.96 -1.08 -3.93 0.30
H 2.87 -0.18 1.28 0.32
H 1.58 -1.20 1.76 0.30
H 2.30 -0.07 2.99 0.25
H 1.13 1.86 3.12 0.43
H 0.13 2.41 1.78 0.45

***

(6)
15
Properties=species:S:1:pos:R:3:nbo_charge:R:1 method="wB97M-V/def2-TZVPD" total_charge=+2
C 1.10 2.84 0.45 0.42
C -0.71 -1.67 -1.28 0.41
C -1.95 -3.55 -0.36 -0.55
N 0.82 1.52 0.19 -0.74
N 2.14 3.36 1.01 -0.66
N -1.24 -2.65 -1.01 -0.13
H 0.25 3.45 -0.01 0.25
H 1.40 0.90 0.73 0.41
H -1.62 -4.66 -0.50 0.33
H -3.07 -3.63 -0.76 0.33
H -1.82 -3.49 0.81 0.32
H -0.13 1.21 0.01 0.43
H 2.03 4.34 1.26 0.46
H 2.97 2.93 1.27 0.44
H -0.15 -0.91 -1.80 0.30

***

These records have gap between HOMO and LUMO values of 10.00 9.13 9.25 10.22 11.26 11.17 eV, in the order they appear.
These records have M values of 87.1 87.1 87.1 87.1 87.1 87.1 g/mol, in the order they appear.
These records have energy relative to the best compared isomer or geometry (same formula, charge and spin) values of 1.4935 2.9693 5.7961 5.1488 2.6929 1.1552 eV, in the order they appear.